Record 1
38
Properties=species:S:1:pos:R:3:forces:R:3 method="wB97M-V/def2-TZVPD" lumo_energy_ev="-5.63 / -6.08" homo_ha="-0.521 / -0.520" multiplicity=6 orbital_gap_ha="0.3134 / 0.2967" s_squared=8.7552 charge=+2
Mn -0.289717 0.140399 1.309033 0.011 -0.013 0.020
N -3.245273 -1.930335 0.908633 0.089 -0.049 0.006
C -2.161031 -2.175762 0.132466 -0.084 0.002 0.031
N -1.003586 -1.561743 0.284446 0.054 0.112 0.040
C -0.085074 -1.969619 -0.688968 0.026 0.037 0.017
C -0.563719 -2.876532 -1.559620 0.016 -0.041 -0.031
S -2.197042 -3.274667 -1.183602 -0.031 -0.038 -0.029
C 1.242044 -1.346200 -0.674245 -0.046 0.009 0.038
C 2.249190 -1.516393 -1.551310 0.010 -0.039 -0.032
S 3.601187 -0.547063 -1.112151 0.063 0.022 -0.038
C 2.725441 0.069847 0.226212 0.055 -0.007 0.043
N 1.513019 -0.429676 0.345756 -0.137 0.031 -0.048
N 3.228691 1.011654 1.065390 -0.018 -0.024 -0.014
H -3.080106 -1.623764 1.854481 -0.002 0.026 -0.004
H -4.055877 -2.520177 0.800653 -0.002 0.010 -0.028
H -0.062971 -3.341885 -2.392493 -0.006 0.007 0.007
H 2.285960 -2.148402 -2.423114 -0.003 0.007 0.005
H 4.192946 1.282431 0.950029 0.013 -0.005 -0.005
H 2.925409 0.983184 2.026612 -0.019 0.026 -0.002
Cl -1.670661 0.273679 3.640921 0.060 -0.076 0.094
C -0.362883 -0.469714 4.623955 -0.168 0.102 0.067
Cl 1.003721 -0.855181 3.575359 0.051 -0.024 -0.104
H -0.746209 -1.382614 5.062657 -0.004 -0.006 0.007
H -0.055851 0.258408 5.364515 -0.012 -0.006 0.025
N -1.034079 2.127583 0.774082 0.162 -0.029 -0.178
C -0.641163 1.969382 -0.624319 0.006 -0.005 -0.038
C 0.580214 2.467182 -1.054534 0.004 0.009 0.033
C 0.995728 2.213398 -2.352981 -0.018 -0.005 -0.007
C 0.195728 1.469421 -3.211417 0.016 0.001 0.002
C -1.026519 0.981753 -2.772399 -0.011 -0.004 0.002
C -1.448906 1.223818 -1.472000 -0.046 0.022 0.028
H -2.029617 2.322714 0.843523 -0.022 -0.057 0.048
H -0.556363 2.930684 1.174959 -0.021 -0.007 0.063
H 1.199198 3.056217 -0.386734 0.006 0.009 -0.004
H 1.938200 2.616024 -2.699284 -0.001 0.000 -0.007
H 0.516107 1.288765 -4.228464 0.000 0.002 0.003
H -1.663491 0.424247 -3.446216 0.001 0.002 0.007
H -2.412635 0.858922 -1.129843 0.010 -0.001 -0.019


Record 2
35
Properties=species:S:1:pos:R:3:forces:R:3 method="wB97M-V/def2-TZVPD" lumo_energy_ev=0.25 homo_ha=-0.314 orbital_gap_ha=0.3236
N -3.721188 -1.318269 1.451193 -0.198 -0.289 0.237
C -3.346417 -0.309547 0.608590 -0.053 0.359 -0.272
C -2.089577 0.287080 0.706445 -0.024 0.118 -0.161
C -1.739081 1.355703 -0.109391 -0.408 -0.188 -0.069
C -2.645432 1.848115 -1.046092 0.169 0.020 0.084
C -3.894881 1.269196 -1.159973 0.120 -0.017 0.063
C -4.237669 0.207200 -0.344893 0.199 -0.021 0.091
Cl -5.806371 -0.515003 -0.502800 -0.077 -0.035 0.000
H -4.606424 1.638027 -1.881959 -0.080 0.002 -0.046
H -2.355373 2.676786 -1.671207 0.019 0.073 -0.058
C -0.408563 2.002942 -0.028310 0.169 0.337 -0.198
O -0.062209 2.935698 -0.704638 -0.025 -0.172 0.097
O 0.381421 1.423491 0.901335 -0.178 -0.199 0.126
C 1.706468 1.925461 1.033056 0.343 0.496 -0.149
H 1.735436 2.976934 0.729847 0.078 -0.276 0.102
H 1.977154 1.831737 2.088478 -0.067 -0.020 -0.113
C 2.725916 1.184385 0.156836 -0.248 0.211 0.265
O 3.501598 1.803192 -0.541620 0.101 0.353 -0.102
N 2.742780 -0.162975 0.234935 0.113 -0.389 -0.089
C 1.880810 -1.020385 1.015439 -0.352 -0.261 -0.028
H 2.514888 -1.704440 1.593266 -0.099 0.053 0.007
C 1.006932 -1.843810 0.058702 -0.023 0.148 0.342
O 1.800856 -2.589816 -0.832368 -0.008 -0.168 0.005
C 2.645897 -1.752527 -1.592952 0.326 0.165 0.018
H 2.041425 -1.075263 -2.214878 0.059 -0.042 0.023
C 3.563836 -0.923048 -0.689776 -0.022 -0.090 -0.396
H 4.223088 -1.585799 -0.119656 -0.002 0.027 -0.054
H 4.158837 -0.222609 -1.275902 -0.018 -0.116 0.070
H 3.228281 -2.413029 -2.236396 -0.013 0.095 -0.014
H 0.341004 -1.166048 -0.498157 0.029 -0.046 0.065
H 0.406479 -2.569697 0.609866 -0.030 0.078 0.009
H 1.259399 -0.444155 1.694772 0.057 -0.083 0.021
H -1.388947 -0.088695 1.435487 0.077 -0.027 0.096
H -2.997635 -1.818859 1.936342 -0.054 -0.033 -0.051
H -4.542728 -1.841965 1.196363 0.121 -0.063 0.080


Record 3
36
Properties=species:S:1:pos:R:3:forces:R:3 method="wB97M-V/def2-TZVPD" lumo_energy_ev=-0.49 homo_ha=-0.354 orbital_gap_ha=0.3360
O -7.112808 2.480730 -0.035629 1.759 1.719 -1.227
O 4.155177 -4.786042 -0.310222 -0.542 2.889 0.757
O 3.508878 -3.855258 -2.423209 -2.396 0.680 0.889
N -4.009706 3.449014 -1.354585 1.830 4.398 -1.180
O -2.678346 2.893188 -1.242606 -4.019 -2.053 0.569
C -6.297421 3.148949 -0.682803 -2.663 -1.094 0.065
C -4.937638 2.723963 -0.857914 2.990 -2.328 0.087
C -4.347647 1.493681 -0.525005 1.729 -1.221 0.688
C -2.971771 1.640672 -0.753676 -1.325 -0.909 2.240
C 1.481253 -0.291067 -0.444007 1.666 0.693 -0.959
C 1.336964 -1.554291 1.543687 2.586 -1.354 -0.280
C 2.357059 -1.214362 -1.075017 -1.245 -0.652 3.542
C 2.362273 -2.408722 1.021306 -0.943 -0.210 0.342
C 1.008897 -0.383486 0.866945 -0.254 -2.543 -0.673
C 2.785258 -2.311085 -0.295219 -0.047 0.424 0.282
N -0.709176 1.322237 0.448269 -0.949 -0.927 -1.605
N 5.312679 -2.755627 -1.482416 0.419 -0.299 3.307
C -1.928767 0.632271 -0.227893 1.679 0.346 -0.372
C 1.031947 1.673753 2.169376 -0.862 -1.407 -0.993
C 0.091020 0.601982 1.470768 -1.955 1.516 0.228
S 3.864529 -3.540125 -1.037445 1.928 -2.979 -3.642
H -6.537553 4.015019 -1.321070 -0.457 0.229 0.536
H -4.888458 0.646243 -0.095936 0.573 0.282 -0.147
H 1.335394 0.679746 -0.910728 -0.413 -0.322 -0.380
H 1.072299 -1.942162 2.524621 -0.663 1.029 0.076
H 2.740919 -1.178630 -2.029821 0.335 0.699 -2.117
H 2.754282 -3.187943 1.687114 -0.266 0.123 -0.524
H -1.043791 2.183184 0.821133 -0.147 0.592 0.356
H 5.114855 -2.379262 -2.379604 0.096 0.052 -0.878
H 5.962656 -3.552728 -1.504738 -0.102 0.662 -0.236
H -2.350382 -0.058965 0.542198 -0.284 0.488 -0.886
H -1.657018 0.039544 -1.166633 0.306 0.487 1.496
H 1.555009 2.256663 1.426030 0.280 -0.258 -0.587
H 0.583954 2.416393 2.777904 -0.922 0.293 0.911
H 1.722179 1.060954 2.704002 0.712 0.076 0.734
H -0.666993 0.041567 2.152821 1.565 0.881 -0.422


Sequential calculated total energy output: -3645.50351 -1375.07418 -1367.60855 Eh